Formula: C28H23CuN2O5S2Si
Source: the Open Molecules 2025 dataset
Level of theory: wB97M-V/def2-TZVPD

Properties
max |F|	1.6	eV/Å
net charge	-2
E_LUMO	3.967	eV
energy above the lowest of the compared OMol25 structures with the same formula, charge and spin	0.00	kJ/mol

Cartesian coordinates (Å):
Cu  -0.03425  0.09349  -0.39205
C  -0.50353  -3.61766  0.77097
C  -0.08003  -2.63504  1.79476
N  0.04381  -1.38224  1.61950
C  0.45558  -0.70430  2.72247
C  0.65376  -1.49873  3.82637
S  0.31704  -3.14837  3.45715
C  0.67527  0.71672  2.63734
C  0.96331  1.56837  3.67664
S  1.18458  3.17956  3.09644
C  0.86935  2.58151  1.45285
N  0.62399  1.33092  1.42515
C  0.91137  3.49029  0.28776
H  -0.65721  -3.07263  -0.15923
H  -1.43109  -4.10923  1.07552
H  0.25540  -4.38762  0.61909
H  0.95935  -1.22156  4.81527
H  1.00627  1.36382  4.72781
H  1.10787  4.51729  0.59737
H  -0.02680  3.42676  -0.26562
H  1.68973  3.15508  -0.40025
O  2.30013  2.04541  -2.87482
C  1.68419  1.24657  -2.16134
O  0.41672  1.24940  -2.00166
C  2.46251  0.13744  -1.37307
O  3.69280  0.08304  -1.45517
O  1.73308  -0.66120  -0.69339
O  -1.93161  0.28287  0.13772
Si  -3.33366  0.10339  0.76971
C  -3.38172  -0.53923  2.57778
C  -4.12738  -1.62995  3.01373
C  -4.07519  -2.06686  4.32728
C  -3.25758  -1.42388  5.24110
C  -2.51408  -0.32806  4.83427
C  -2.58827  0.10345  3.52245
C  -4.40828  -1.13015  -0.22272
C  -3.95198  -2.44299  -0.30990
C  -4.56491  -3.38207  -1.12025
C  -5.67093  -3.02172  -1.87535
C  -6.15619  -1.72620  -1.79057
C  -5.52729  -0.79443  -0.97746
C  -4.38575  1.69946  0.92877
C  -3.89327  2.90920  0.45013
C  -4.60626  4.08959  0.59418
C  -5.84153  4.08136  1.22371
C  -6.35312  2.88659  1.70690
C  -5.62749  1.71527  1.56039
H  -4.76325  -2.15084  2.30844
H  -4.66388  -2.92247  4.63917
H  -3.20981  -1.76857  6.26657
H  -1.86335  0.18069  5.53611
H  -1.99590  0.94920  3.20401
H  -3.08364  -2.71463  0.27028
H  -4.17764  -4.39384  -1.17790
H  -6.14623  -3.74642  -2.52878
H  -7.02545  -1.44276  -2.37496
H  -5.91164  0.21826  -0.93222
H  -2.92879  2.91020  -0.03891
H  -4.20537  5.02496  0.21898
H  -6.40619  5.00099  1.33793
H  -7.31871  2.87388  2.20298
H  -6.02855  0.78738  1.95204